No. 1
# CH3PS4

A molecular structure, CH3PS4 in a non-equilibrium geometry (ωB97M-V/def2-TZVPD, OMol25).

XYZ file:
```
9
Properties=species:S:1:pos:R:3:lowdin_charge:R:1
C -0.55 -1.31 0.07 -0.89
P 0.68 -0.06 0.67 0.32
S -1.83 -1.14 1.39 0.34
S -0.48 0.12 2.40 0.12
S 1.50 2.67 -1.00 0.12
S -0.16 1.49 -0.81 0.00
H -1.18 -1.15 -0.84 0.02
H -0.27 -2.48 0.09 0.08
H 2.29 1.85 -1.95 -0.11
```

Properties
* HOMO level: -8.3 eV
* 2S+1: 1
* strongest force on any atom: 3.9 eV/Å
* energy above the lowest of the compared OMol25 structures with the same formula, charge and spin: 1.061 eV
* orbital gap: 7.958 eV
* LUMO: -0.342 eV

=====

No. 2
# CH3PSi

2 unconnected molecules or ions with the total composition CH3PSi in a non-equilibrium geometry (ωB97M-V/def2-TZVPD, OMol25).

XYZ file:
```
6
Properties=species:S:1:pos:R:3:lowdin_charge:R:1
C -0.84 0.84 0.13 -0.75
Si 0.54 -0.34 -0.42 0.29
P -1.69 -0.45 -0.56 0.62
H -0.90 1.82 0.69 0.01
H 1.38 0.59 -1.02 -0.16
H 1.52 -2.47 1.18 -0.01
```

Properties
* HOMO level (alpha / beta): -8.8 / -7.8 eV
* 2S+1: 1
* strongest force on any atom: 2.9 eV/Å
* energy above the lowest of the compared OMol25 structures with the same formula, charge and spin: 3.897 eV
* orbital gap (alpha / beta): 7.670 / 7.041 eV
* LUMO (alpha / beta): -1.106 / -0.744 eV

=====

Number 1: molar mass 174.28 g mol⁻¹. Number 2: molar mass 74.09 g mol⁻¹.